[1]
{
  "formula": "C27H49AlNO28S8",
  "method": "ωB97M-V/def2-TZVPD",
  "elements": ["S", "S", "S", "S", "S", "S", "S", "S", "Al", "O", "O", "O", "O", "O", "O", "O", "O", "O", "O", "O", "O", "O", "O", "O", "O", "O", "O", "O", "O", "O", "O", "O", "O", "O", "O", "O", "O", "N", "C", "C", "C", "C", "C", "C", "C", "C", "C", "C", "C", "C", "C", "C", "C", "C", "C", "C", "C", "C", "C", "C", "C", "C", "C", "C", "C", "H", "H", "H", "H", "H", "H", "H", "H", "H", "H", "H", "H", "H", "H", "H", "H", "H", "H", "H", "H", "H", "H", "H", "H", "H", "H", "H", "H", "H", "H", "H", "H", "H", "H", "H", "H", "H", "H", "H", "H", "H", "H", "H", "H", "H", "H", "H", "H", "H"],
  "xyz": [[1.99762, -1.16836, 0.10896], [-4.41060, -1.46255, -0.22302], [4.11948, -2.44468, -6.54817], [5.41478, -4.62305, 4.21143], [-2.39769, 8.32749, -1.77454], [-2.72079, 1.92126, 7.92192], [-0.50791, -4.73183, -3.77004], [2.66032, -9.92015, -4.86180], [-2.40583, 1.02919, 1.88369], [1.89347, -0.36549, 1.27314], [0.08338, -6.22643, -3.81147], [1.15444, -0.47623, -1.06702], [4.31714, -5.11670, 3.14573], [5.86767, -3.28376, 3.44500], [3.20588, -1.68208, -5.47063], [-1.88111, 6.80417, -1.75950], [-3.82584, 1.78813, 7.04500], [-2.22514, 8.86300, -0.47427], [-1.49814, 1.06095, 7.33031], [5.47715, -2.35242, -6.15576], [3.25966, -1.58765, -0.41406], [1.21548, -9.73270, -5.54946], [-2.22968, 3.18251, 8.34883], [3.87266, -1.44359, -7.78221], [-1.24812, 8.92452, -2.73925], [-0.31895, -4.21154, -2.45771], [3.47158, -8.80760, -5.21295], [6.49349, -5.54737, 4.20377], [3.14057, -11.18700, -5.73153], [-1.77030, -4.71472, -4.41548], [1.07959, -2.47086, 0.29376], [2.46747, -10.33013, -3.52001], [-3.63558, 8.38827, -2.46519], [4.75247, -4.24635, 5.40998], [0.57225, -4.04835, -4.74334], [3.49813, -3.69203, -6.84051], [-2.99995, 1.02036, 9.23211], [-2.81061, -0.89940, 2.01481], [-3.81345, 5.65286, 1.34220], [-1.04644, 4.24537, 3.41284], [5.29412, -3.25563, 2.13008], [-1.44075, 1.67768, 3.53283], [2.75068, -0.60040, -7.48863], [-2.33172, -0.23651, 9.08542], [-5.28142, 2.47994, 1.45302], [2.04849, -11.68769, -6.50905], [-1.67013, 5.63909, 3.77741], [1.16851, -10.48130, -6.76769], [-0.17518, 7.98306, -2.83110], [-3.67197, 7.06019, 1.97512], [-2.43036, 7.55970, 2.17566], [-4.97203, 7.75631, 2.36593], [-4.18612, 1.95849, 1.57969], [-3.61847, -1.12159, 1.16639], [0.42845, 4.24166, 3.94642], [1.69604, -4.92809, -4.90277], [-1.85844, 3.09720, 4.05941], [-1.25975, 6.76474, 2.78858], [4.00420, -4.03669, 2.25362], [0.24090, -1.43327, -1.62666], [1.10288, -6.31719, -4.81787], [-0.13738, -2.32428, -0.46765], [-1.08373, 0.08186, 8.28392], [-0.84387, 6.62689, -2.72427], [2.79666, -0.41076, -5.98584], [-2.95074, 3.22511, 3.94435], [-1.42442, 1.17026, 0.61042], [-5.80747, 7.32467, 1.77780], [2.39278, -4.74541, -4.08014], [0.36376, 8.11058, -3.76720], [0.62783, -6.60305, -5.75960], [1.57507, -9.85714, -7.56745], [1.84274, -7.06531, -4.54518], [5.99022, -3.74268, 1.44324], [2.41521, -12.13796, -7.42880], [1.13171, 4.41849, 3.11198], [0.14369, -10.75453, -7.00706], [-0.88471, -1.84732, 0.17189], [0.69480, 3.27956, 4.41508], [0.76993, -1.99226, -2.40220], [1.83084, -0.12870, -5.57284], [2.82799, 0.33842, -8.03131], [3.54491, 0.33142, -5.69963], [-2.25425, 8.61263, 1.89579], [5.12670, -2.23024, 1.80890], [-4.09840, 4.93253, 2.13604], [-0.99601, 4.13777, 2.31365], [-1.56952, 0.97144, 4.38167], [-5.19148, 7.51025, 3.42126], [-2.99301, -0.91240, 8.53752], [-4.93854, 8.84608, 2.19414], [-0.15627, 5.84888, -2.39956], [1.84199, -1.12423, -7.79502], [-1.32338, 5.94482, 4.78399], [-2.75836, 5.48500, 3.86144], [-1.30296, 6.33426, -3.67186], [-0.30868, 0.52388, 8.91509], [3.65679, -4.41952, 1.29750], [0.59000, 5.05304, 4.68032], [-0.58634, 7.50939, 3.25109], [-0.66438, 6.33539, 1.94614], [-0.35051, 1.68593, 3.32103], [0.50427, 8.15758, -1.99294], [-6.13879, 3.11014, 1.63182], [-0.50437, -3.29437, -0.79146], [2.19864, -4.73068, -5.84914], [-4.55850, 5.68507, 0.53355], [3.21761, -3.43221, 2.71114], [-2.10474, -0.66238, 10.06017], [1.52497, -12.44254, -5.91798], [-0.62010, -0.93163, -2.06227], [-1.64551, 3.12243, 5.16282], [-0.68217, -0.79217, 7.77571], [-2.83697, 5.31327, 0.95855]],
  "e_above_lowest_kcal_mol": 28.6,
  "orbital_gap_ev": 6.42,
  "charge": -1
}



[2]
{
  "formula": "C27H49ClO14S",
  "method": "ωB97M-V/def2-TZVPD",
  "elements": ["Cl", "S", "O", "O", "O", "O", "O", "O", "O", "O", "O", "O", "O", "O", "O", "O", "C", "C", "C", "C", "C", "C", "C", "C", "C", "C", "C", "C", "C", "C", "C", "C", "C", "C", "C", "C", "C", "C", "C", "C", "C", "C", "C", "H", "H", "H", "H", "H", "H", "H", "H", "H", "H", "H", "H", "H", "H", "H", "H", "H", "H", "H", "H", "H", "H", "H", "H", "H", "H", "H", "H", "H", "H", "H", "H", "H", "H", "H", "H", "H", "H", "H", "H", "H", "H", "H", "H", "H", "H", "H", "H", "H"],
  "xyz": [[1.47138, -1.37718, -5.07952], [3.68855, -2.16507, -1.67492], [6.09098, -5.16614, -1.43256], [-6.01119, 5.41362, -0.86541], [-0.86623, 3.62343, -1.94370], [5.52082, -7.26448, -1.14177], [-2.69935, 2.51105, -2.36817], [-5.59706, 5.96120, -2.93434], [0.64672, -1.99084, 0.02326], [6.43455, -4.03099, 2.43087], [-3.65130, 3.44893, 2.06674], [-0.90732, -2.95133, -1.32181], [5.08641, -2.58439, 3.36521], [0.11102, 0.47747, -3.86921], [-5.06558, 4.66148, 3.19272], [1.11651, -2.27140, -2.12109], [3.48653, -8.60468, -1.28108], [-7.82798, 5.65751, 0.75316], [-4.39730, 2.45920, -4.12237], [-6.05002, 6.29314, -1.86917], [-4.07929, 3.97659, 3.22161], [4.73548, -8.26626, -0.49467], [7.40539, -6.20152, 2.96157], [-2.00754, 3.65995, -2.32767], [-3.37315, 3.63994, 4.51183], [-0.11850, 0.83954, -0.62897], [0.16537, -2.44234, -1.14278], [5.29621, -5.94400, -0.98591], [-6.71793, 7.63048, -1.66873], [-2.40806, 2.75347, 1.92384], [-6.33937, 5.74345, 0.49673], [6.67133, -3.55520, 4.84033], [2.03003, -1.29515, -1.69314], [2.14829, -0.12655, -2.69938], [6.01608, -3.33017, 3.49773], [1.10316, -0.19743, -3.78534], [4.02250, -5.47937, -0.32249], [1.64190, -0.98530, -0.23006], [-4.10730, 2.47265, -2.63764], [7.63444, -4.80940, 2.41099], [-2.65040, 4.92403, -2.83937], [-2.54070, 1.28966, 2.28543], [1.12066, 0.37994, 0.13325], [-2.81522, 1.15532, 3.33226], [2.82162, -7.74579, -1.36796], [7.91429, -4.87327, 1.36119], [3.09297, -0.22707, -3.20639], [-4.61970, 3.28758, -2.12556], [2.45305, -1.20915, 0.44625], [-3.88958, 1.61960, -4.59802], [1.90942, 1.11980, 0.11541], [3.27367, -5.28402, -1.08797], [-6.21162, 8.36059, -2.29445], [7.10527, -6.17713, 4.00948], [6.09966, -4.30460, 5.38571], [4.30231, -1.76398, -0.55207], [-2.15231, 2.85585, 0.87159], [-1.60085, 0.76827, 2.10906], [-0.99588, 0.28730, -0.32307], [-3.74071, 4.95004, -2.76841], [-8.03770, 5.84979, 1.80472], [7.71015, -3.87071, 4.78380], [-3.87451, 2.78919, 4.97078], [-2.31690, 3.41132, 4.39526], [-4.04988, 3.37183, -4.60534], [-7.75534, 7.55253, -1.99037], [3.75246, -8.91588, -2.29079], [-0.29807, 1.86741, -0.36117], [-2.36631, 5.05815, -3.88280], [4.23590, -4.55385, 0.20342], [-1.62137, 3.25382, 2.49031], [-6.68765, 7.99220, -0.64421], [-5.81963, 5.00869, 1.09894], [5.38558, -9.13779, -0.43896], [2.93974, -9.41435, -0.79724], [3.61877, -6.17606, 0.40947], [-5.46921, 2.36751, -4.29696], [-3.45588, 4.49515, 5.17687], [8.44473, -4.28967, 2.92362], [-4.45106, 1.54430, -2.18381], [6.60960, -6.69746, 2.40544], [0.82321, 0.29613, 1.17325], [4.50969, -7.97460, 0.53227], [-8.38765, 6.37651, 0.15265], [-5.92647, 6.71669, 0.76462], [6.63923, -2.62066, 5.39336], [0.00514, 0.81531, -1.69681], [2.12321, 0.84212, -2.22659], [8.31395, -6.79765, 2.87842], [-8.19618, 4.66390, 0.49803], [-3.31717, 0.82220, 1.68039], [-2.25554, 5.75710, -2.26164]],
  "e_above_lowest_kcal_mol": 0.0,
  "orbital_gap_ev": 9.98,
  "smiles": "CC[C@H]1OC(=O)O[C@@]1(S)CC(=O)Cl.CCOC(C)=O.CCOC(C)=O.CCOC(C)=O.CCOC(C)=O.CCOC(C)=O"
}



[3]
{
  "formula": "C27H49CuNP2",
  "method": "ωB97M-V/def2-TZVPD",
  "elements": ["Cu", "P", "P", "N", "C", "C", "C", "C", "C", "C", "C", "C", "C", "C", "C", "C", "C", "C", "C", "C", "C", "C", "C", "C", "C", "C", "C", "C", "C", "C", "C", "H", "H", "H", "H", "H", "H", "H", "H", "H", "H", "H", "H", "H", "H", "H", "H", "H", "H", "H", "H", "H", "H", "H", "H", "H", "H", "H", "H", "H", "H", "H", "H", "H", "H", "H", "H", "H", "H", "H", "H", "H", "H", "H", "H", "H", "H", "H", "H", "H"],
  "xyz": [[0.00000, 0.00000, 0.00000], [0.19520, -1.39340, -6.62250], [0.00990, 1.79350, -6.51040], [-0.52190, 1.30620, 1.68530], [0.03420, 3.44690, 2.73280], [0.26210, 2.05730, 2.64420], [1.16270, 3.23360, -6.71650], [0.34430, 4.16560, 3.90220], [1.76920, -2.22660, -7.14770], [-0.03620, 5.61130, 4.05160], [0.56160, -1.36800, -1.70260], [1.64540, 0.84590, -2.40270], [0.66430, 1.52960, -1.47650], [0.28170, 0.98100, -8.16750], [-1.87820, -0.70840, -2.27130], [1.64340, 1.44110, 6.18400], [-0.72310, 1.46380, -1.55420], [1.22790, -0.58480, -2.82170], [-1.79190, 0.10750, 3.63070], [0.87400, 1.41410, 3.75230], [-2.76150, 0.27520, 1.23200], [-0.20170, -0.47460, -8.19660], [0.90790, 3.50310, 4.99410], [-1.50100, 0.74600, -2.64500], [-0.81110, -1.44290, -1.49040], [0.08360, -1.46700, 1.46860], [1.17100, 2.13320, 4.93170], [-1.87310, 0.96180, 2.28640], [-2.67550, 2.21190, 2.75250], [-1.59340, 2.66250, -6.85930], [-0.96750, -2.82420, -6.83720], [0.79860, -1.20230, 2.25420], [-2.78050, -0.68970, -1.65060], [1.66610, -2.72630, -8.11920], [0.99160, 3.76840, -7.65900], [1.17730, -2.12220, -1.21810], [-2.82040, 2.94310, 1.93800], [-2.13920, -1.27020, -3.18120], [-2.34130, -0.63030, 0.77950], [-2.19450, 2.71570, 3.62010], [1.02790, 3.93140, -5.88380], [2.19780, 2.87820, -6.69270], [-1.29190, -0.49870, -8.31830], [-3.73830, -0.00990, 1.68210], [1.35920, 1.01570, -8.37110], [-2.40880, 1.93440, -6.90800], [-1.43280, 0.71340, 4.48780], [-0.93030, 0.76360, -3.57750], [-0.21580, 1.57340, -8.94780], [-0.77420, 5.70680, 4.88090], [2.59730, 1.87900, 6.54150], [1.81530, 1.46140, -3.29940], [0.99000, 0.34410, 3.77530], [2.05230, -2.96960, -6.39510], [1.09150, 2.31780, -0.85960], [-0.50310, 3.94540, 1.93670], [-1.99840, -2.47800, -6.71220], [0.56590, -0.54890, -3.69130], [0.87690, 1.58070, 6.98250], [-1.56020, 3.22570, -7.80040], [-2.42360, 1.30270, -2.83950], [-1.28450, 2.18680, -0.96710], [2.60540, 0.79320, -1.87800], [-0.76930, -3.57490, -6.06540], [-2.96140, 0.98480, 0.40480], [1.08800, 4.04540, 5.91790], [-0.90720, -1.55520, 1.93280], [-0.86690, -3.29410, -7.82340], [-1.17640, -2.26770, -0.88130], [0.85430, 6.22350, 4.29850], [-1.14340, -0.77490, 3.70470], [-2.80150, -0.24300, 3.93390], [-1.81430, 3.35400, -6.03980], [2.57730, -1.49140, -7.20880], [-0.51200, 6.00800, 3.13100], [2.12430, -1.12650, -3.14100], [1.76990, 0.34910, 6.03530], [-3.67270, 1.90510, 3.14530], [0.23250, -1.01330, -9.05020], [0.35880, -2.44390, 1.05050]],
  "e_above_lowest_kcal_mol": 0.0,
  "orbital_gap_ev": [6.84, 6.55],
  "multiplicity": 2
}